1.
Density functional theory data (wB97M-V/def2-TZVPD) for a structure of composition C14H18ClHfN5O4Se.

Energy relative to the best compared isomer or geometry (same formula, charge and spin)   14.99 kJ/mol
HOMO level   -14.20 eV
Charge   +2
Frontier orbital gap   7.086 eV
LUMO   -7.112 eV

XYZ file:
```
44
Properties=species:S:1:pos:R:3:nbo_charge:R:1
Hf 0.299 -0.799 -0.080 2.536
N -1.695 -1.967 0.243 -0.890
C -2.727 -0.907 0.532 -0.173
C -4.172 -1.297 0.294 -0.423
C -4.542 -1.782 -1.103 -0.427
C -4.316 -0.749 -2.202 -0.230
N -5.015 0.522 -1.968 -0.573
C -6.290 0.776 -2.231 0.679
N -6.826 1.940 -1.859 -0.761
N -7.051 -0.122 -2.859 -0.768
C -2.368 0.394 -0.181 0.828
O -3.203 1.169 -0.538 -0.594
O -1.035 0.603 -0.338 -0.819
H -1.950 -2.482 -0.590 0.414
H -1.692 -2.634 1.007 0.426
H -2.620 -0.667 1.587 0.257
H -4.770 -0.421 0.541 0.243
H -4.447 -2.065 1.019 0.242
H -5.597 -2.065 -1.069 0.237
H -4.019 -2.703 -1.384 0.219
H -4.569 -1.151 -3.181 0.223
H -3.268 -0.470 -2.284 0.219
H -4.502 1.201 -1.424 0.449
H -6.279 2.633 -1.377 0.427
H -7.781 2.173 -2.071 0.428
H -6.652 -0.952 -3.258 0.422
H -7.990 0.107 -3.135 0.428
Cl 4.347 1.138 5.710 0.090
C 3.241 0.510 4.551 -0.089
C 2.098 -0.170 4.973 -0.073
C 1.189 -0.706 4.069 -0.265
C 1.398 -0.570 2.721 0.398
O 0.525 -1.136 1.835 -0.836
C 2.538 0.148 2.280 -0.289
C 2.843 0.429 0.934 0.489
O 2.101 0.144 -0.068 -0.720
C 3.461 0.666 3.218 -0.091
H 1.928 -0.285 6.039 0.259
H 0.319 -1.251 4.414 0.250
H 3.777 0.931 0.713 0.208
H 4.339 1.204 2.869 0.251
Se 0.332 0.179 -3.882 0.156
C 0.400 -1.064 -2.690 0.077
N 0.425 -1.875 -1.803 -0.833
```


2.
Density functional theory data (wB97M-V/def2-TZVPD) for a structure of composition C14H18F3IN6O7Ti.

Energy relative to the best compared isomer or geometry (same formula, charge and spin)   216.64 kJ/mol
HOMO level (spin up / spin down)   -10.09 / -11.49 eV
Charge   +1
Frontier orbital gap (spin up / spin down)   6.127 / 8.380 eV
LUMO (spin up / spin down)   -3.960 / -3.111 eV
2S+1   2

XYZ file:
```
50
Properties=species:S:1:pos:R:3:nbo_charge:R:1
Ti -0.247 -1.322 0.436 1.415
N -1.183 -1.150 3.561 -0.630
N -2.167 -2.135 3.591 -0.403
C -2.392 -2.851 2.477 0.659
N -3.258 -3.853 2.518 -0.756
N -1.699 -2.492 1.387 -0.439
N -1.886 -3.091 0.199 0.540
O -1.097 -2.545 -0.661 -0.405
O -2.657 -4.017 -0.093 -0.411
H -0.311 -1.480 3.957 0.386
H -1.507 -0.332 4.056 0.380
H -2.465 -2.524 4.473 0.392
H -3.855 -3.995 3.315 0.420
H -3.431 -4.333 1.643 0.455
F 3.171 -0.134 2.385 -0.307
C 2.795 -1.416 2.411 0.896
F 1.932 -1.573 3.439 -0.336
F 3.869 -2.154 2.673 -0.298
C 2.139 -1.815 1.052 0.693
O 2.696 -1.495 0.033 -0.547
O 1.020 -2.473 1.155 -0.662
C 2.383 0.941 -2.260 -0.428
N 1.202 0.450 -2.975 -0.339
C 1.097 0.821 -4.386 -0.422
C 0.311 -0.296 -2.363 0.749
C -0.872 -0.837 -3.097 -0.715
O 0.470 -0.537 -1.123 -0.649
H 2.449 0.478 -1.282 0.263
H 2.324 2.026 -2.153 0.215
H 3.274 0.687 -2.832 0.222
H 1.944 1.452 -4.632 0.234
H 0.188 1.388 -4.581 0.220
H 1.121 -0.056 -5.032 0.224
H -0.998 -0.414 -4.087 0.240
H -1.761 -0.660 -2.496 0.262
H -0.759 -1.919 -3.183 0.274
I 0.608 6.790 -1.011 0.206
C 0.188 4.852 -0.337 -0.112
C 1.044 4.238 0.570 -0.257
C 0.789 2.942 0.977 -0.126
C -0.327 2.265 0.486 -0.211
C -1.193 2.896 -0.407 -0.134
C -0.936 4.189 -0.820 -0.260
C -0.534 0.859 0.830 0.809
O -1.520 0.182 0.379 -0.635
O 0.345 0.193 1.475 -0.637
H 1.905 4.769 0.950 0.241
H 1.456 2.438 1.665 0.246
H -2.061 2.361 -0.770 0.237
H -1.603 4.682 -1.513 0.238
```


3.
Density functional theory data (wB97M-V/def2-TZVPD) for a structure of composition C14H18F6N3O6PPdS4Se.

Energy relative to the best compared isomer or geometry (same formula, charge and spin)   73.99 kJ/mol
HOMO level (spin up / spin down)   -4.43 / -4.46 eV
Charge   -1
Frontier orbital gap (spin up / spin down)   6.542 / 5.953 eV
LUMO (spin up / spin down)   2.114 / 1.495 eV
2S+1   2

XYZ file:
```
54
Properties=species:S:1:pos:R:3:nbo_charge:R:1
Pd -0.499 0.503 -0.031 0.203
C -5.435 -2.370 -1.233 -0.627
C -5.386 -0.864 -1.112 -0.063
O -4.634 -0.507 0.054 -0.841
P -3.207 0.227 -0.070 1.654
S -2.432 0.321 1.736 -0.633
S -2.192 -0.573 -1.649 -0.524
O -3.711 1.667 -0.566 -0.851
C -2.768 2.735 -0.789 -0.079
C -3.523 3.895 -1.393 -0.618
H -6.038 -2.663 -2.096 0.200
H -5.867 -2.813 -0.335 0.208
H -4.426 -2.763 -1.363 0.224
H -6.382 -0.437 -0.981 0.177
H -4.936 -0.419 -2.001 0.192
H -1.977 2.390 -1.456 0.206
H -2.316 3.000 0.167 0.209
H -4.040 3.583 -2.301 0.205
H -2.822 4.692 -1.647 0.214
H -4.261 4.290 -0.693 0.203
F 4.206 0.879 -1.912 -0.325
C 3.248 1.765 -2.214 0.704
F 3.626 2.955 -1.744 -0.319
F 3.171 1.851 -3.549 -0.325
S 1.607 1.245 -1.560 2.233
O 0.737 2.294 -2.022 -0.915
O 1.526 -0.073 -2.134 -0.946
N 2.026 1.251 0.001 -1.213
S 1.269 2.017 1.209 2.229
O 1.147 1.215 2.400 -0.944
O 0.239 2.961 0.848 -0.921
C 2.660 3.113 1.702 0.704
F 2.978 3.975 0.736 -0.318
F 2.302 3.815 2.785 -0.324
F 3.754 2.406 2.009 -0.322
C 1.550 -2.739 -1.395 -0.406
N 1.436 -2.242 -0.040 -0.376
C 0.328 -1.643 0.520 0.256
Se -1.301 -2.589 0.072 0.034
N 0.623 -1.429 1.835 -0.569
C 1.888 -1.878 2.122 0.196
C 2.635 -1.862 3.292 -0.236
C 3.887 -2.452 3.248 -0.221
C 4.380 -3.028 2.072 -0.224
C 3.649 -3.010 0.897 -0.227
C 2.396 -2.412 0.939 0.110
H 0.931 -2.137 -2.045 0.265
H 1.230 -3.782 -1.438 0.200
H 2.589 -2.644 -1.703 0.210
H 0.005 -0.885 2.418 0.468
H 2.246 -1.416 4.197 0.225
H 4.499 -2.463 4.140 0.209
H 5.356 -3.497 2.081 0.208
H 4.030 -3.456 -0.011 0.218
```


4.
Density functional theory data (wB97M-V/def2-TZVPD) for a structure of composition C14H18FeNO3PSSe4Te.

Energy relative to the best compared isomer or geometry (same formula, charge and spin)   258.88 kJ/mol
HOMO level (spin up / spin down)   -3.98 / -4.04 eV
Charge   -1
Frontier orbital gap (spin up / spin down)   5.345 / 4.909 eV
LUMO (spin up / spin down)   1.368 / 0.868 eV
2S+1   6

XYZ file:
```
44
Properties=species:S:1:pos:R:3:nbo_charge:R:1
Fe -0.228 1.904 -1.572 0.963
C -2.659 1.792 0.951 -0.669
C -1.284 1.800 1.539 0.275
C -1.140 1.811 2.944 -0.270
C 0.101 1.815 3.499 -0.132
C 1.239 1.812 2.667 -0.019
C 2.544 1.804 3.194 -0.257
C 3.620 1.802 2.348 -0.197
C 3.428 1.805 0.963 -0.240
C 2.164 1.807 0.397 -0.134
S 2.019 1.818 -1.332 -0.278
C 1.024 1.813 1.262 0.105
N -0.238 1.802 0.735 -0.499
H -3.414 1.739 1.735 0.208
H -2.793 0.934 0.291 0.254
H -2.835 2.694 0.360 0.253
H -2.031 1.813 3.557 0.214
H 0.240 1.821 4.574 0.204
H 2.679 1.803 4.270 0.200
H 4.628 1.805 2.744 0.205
H 4.280 1.810 0.296 0.218
Se -2.257 1.692 -2.402 -0.033
Se -3.929 3.050 -2.861 -0.248
Se -1.713 5.595 -1.168 -0.192
Se -0.108 4.129 -1.636 -0.232
C 0.090 -4.442 -3.906 -0.619
C -0.891 -3.669 -3.049 -0.070
O -0.345 -2.374 -2.793 -0.834
P -1.060 -1.411 -1.709 2.022
O -0.151 -0.215 -1.673 -1.189
Te -3.405 -1.295 -2.017 -0.468
O -0.920 -2.250 -0.330 -0.838
C 0.394 -2.595 0.135 -0.068
C 0.775 -1.770 1.346 -0.629
H -0.328 -5.421 -4.144 0.204
H 1.036 -4.574 -3.380 0.205
H 0.285 -3.903 -4.833 0.213
H -1.073 -4.190 -2.104 0.176
H -1.855 -3.564 -3.555 0.196
H 1.129 -2.448 -0.661 0.189
H 0.364 -3.659 0.387 0.170
H 0.808 -0.717 1.078 0.230
H 1.763 -2.067 1.703 0.206
H 0.047 -1.907 2.148 0.205
```


5.
Density functional theory data (wB97M-V/def2-TZVPD) for a structure of composition C14H19BrCuN2O4P.

HOMO level   -8.93 eV
Charge   0
Frontier orbital gap   9.243 eV
LUMO   0.314 eV

XYZ file:
```
42
Properties=species:S:1:pos:R:3:nbo_charge:R:1
Cu -0.478 0.890 1.108 0.935
C -0.571 1.705 3.673 -0.252
C -1.594 1.237 2.701 -0.341
C -1.804 2.240 1.765 -0.304
C -0.954 3.436 2.148 -0.518
C -0.223 2.962 3.373 -0.141
H -0.187 1.103 4.485 0.231
H -2.208 0.352 2.848 0.245
H -2.611 2.279 1.043 0.255
H -1.567 4.323 2.339 0.251
H 0.501 3.565 3.906 0.224
Br -0.383 -2.648 -4.061 0.076
C -1.062 -2.895 -2.304 -0.038
C -1.364 -4.209 -1.969 -0.250
C -1.879 -4.509 -0.720 -0.177
C -2.095 -3.493 0.202 -0.240
C -1.806 -2.189 -0.147 -0.073
C -1.283 -1.858 -1.398 -0.241
C -1.051 -0.389 -1.644 0.836
O -0.088 -0.028 -2.484 -0.728
O -1.702 0.454 -1.072 -0.636
H -1.198 -4.991 -2.697 0.231
H -2.112 -5.536 -0.470 0.221
H -2.500 -3.718 1.180 0.220
H -1.964 -1.384 0.556 0.215
N 2.077 -1.581 -1.652 -0.855
C 2.918 -0.511 -1.054 -0.612
P 1.932 0.564 0.049 2.109
O 2.751 1.106 1.172 -1.128
O 0.747 -0.368 0.421 -1.224
C 1.418 2.004 -0.983 -0.626
N 1.696 3.261 -0.259 -0.865
H 0.703 -0.624 -2.403 0.530
H 1.667 -2.135 -0.908 0.388
H 2.635 -2.202 -2.224 0.373
H 3.349 0.086 -1.855 0.214
H 3.739 -0.890 -0.441 0.217
H 0.359 1.929 -1.232 0.230
H 1.969 1.929 -1.921 0.207
H -0.246 3.710 1.352 0.289
H 2.083 3.952 -0.885 0.358
H 2.386 3.073 0.463 0.395
```


6.
Density functional theory data (wB97M-V/def2-TZVPD) for a structure of composition C14H19BrORu.

Energy relative to the best compared isomer or geometry (same formula, charge and spin)   17.41 kJ/mol
HOMO level (spin up / spin down)   -6.88 / -7.95 eV
Charge   0
Frontier orbital gap (spin up / spin down)   6.022 / 6.151 eV
LUMO (spin up / spin down)   -0.863 / -1.799 eV
2S+1   5

XYZ file:
```
36
Properties=species:S:1:pos:R:3:nbo_charge:R:1
C -1.491 2.870 0.597 -0.294
C -0.631 2.576 1.715 -0.301
C 0.670 2.228 1.170 -0.276
H -0.870 2.640 2.762 0.261
C 0.581 2.332 -0.270 -0.248
C -0.730 2.764 -0.601 -0.183
H -1.070 3.007 -1.606 0.239
H -2.531 3.174 0.682 0.239
H 1.568 2.073 1.756 0.259
H 1.403 2.171 -0.962 0.247
Ru -0.732 0.546 0.869 0.906
Br -0.460 -0.616 2.913 -0.361
C -1.814 -1.528 -1.188 -0.088
C -2.204 -0.497 -2.087 -0.310
C -2.804 0.544 -1.358 -0.157
H -2.072 -0.530 -3.177 0.228
C -2.787 0.187 0.063 -0.322
C -2.209 -1.158 0.144 -0.327
H -2.283 -1.807 1.022 0.265
H -1.375 -2.489 -1.462 0.222
H -3.261 1.449 -1.762 0.219
H -3.386 0.645 0.861 0.254
C 1.252 -2.607 0.408 -0.633
C 1.723 -1.237 -0.042 0.242
C 2.639 -0.650 1.013 -0.635
C 2.434 -1.323 -1.388 -0.610
O 0.598 -0.382 -0.264 -0.729
H 2.104 -3.298 0.470 0.207
H 0.523 -3.007 -0.303 0.201
H 0.789 -2.525 1.402 0.226
H 3.548 -1.259 1.110 0.213
H 2.915 0.370 0.732 0.201
H 2.113 -0.632 1.978 0.227
H 1.764 -1.726 -2.154 0.209
H 2.768 -0.329 -1.703 0.205
H 3.318 -1.976 -1.338 0.202
```


Number 1: calculated total energy -4028.35819 Ha. Number 2: calculated total energy -2846.10894 Ha. Number 3: calculated total energy -6222.74343 Ha. Number 4: calculated total energy -12701.95440 Ha. Number 5: calculated total energy -5511.27021 Ha. Number 6: calculated total energy -3288.85152 Ha.